ORCA calculation (wB97M-V/def2-TZVPD) on a cluster of 14 separate species, H28O14 in total.

Each line ends with the Mulliken charge.
Cartesian coordinates (Å):
O (-2.894, 2.549, -1.364)  -0.597
O (-4.389, -1.465, -0.964)  -0.619
O (0.465, -0.776, 0.435)  -0.451
O (3.903, 1.048, 1.031)  -0.561
O (2.459, -2.245, -1.313)  -0.541
O (1.366, 3.737, 0.090)  -0.598
O (-2.978, -0.363, 3.256)  -0.589
O (-2.718, 1.870, 2.499)  -0.594
O (-2.309, -1.669, -2.271)  -0.675
O (-0.219, -3.657, -0.318)  -0.552
O (0.896, 3.279, -1.773)  -0.576
O (1.929, -1.487, 3.377)  -0.581
O (0.582, -0.223, -1.934)  -0.549
O (3.717, -0.893, -0.720)  -0.504
H (1.364, -2.178, 3.741)  0.291
H (1.926, 4.511, 0.214)  0.282
H (1.160, 0.478, -1.614)  0.208
H (-0.850, -2.968, -0.553)  0.253
H (3.138, 1.265, 0.486)  0.273
H (-4.064, -1.578, -1.864)  0.371
H (-3.320, 2.580, -2.228)  0.295
H (1.074, -0.617, -2.664)  0.259
H (-1.953, 2.614, -1.565)  0.268
H (-0.651, -4.137, 0.398)  0.277
H (-2.662, -0.774, -2.328)  0.344
H (4.481, 1.814, 0.938)  0.297
H (-2.754, -1.299, 3.197)  0.282
H (0.408, 3.798, -2.422)  0.253
H (0.003, -0.865, -0.406)  0.326
H (1.737, -2.806, -1.618)  0.267
H (-1.396, -1.580, -2.565)  0.272
H (-0.134, -1.176, 1.076)  0.213
H (-2.309, 2.306, 3.255)  0.299
H (0.216, 2.955, -1.171)  0.390
H (4.078, -0.163, -1.235)  0.242
H (2.642, -2.562, -0.422)  0.276
H (2.006, -0.846, 4.092)  0.302
H (1.822, 3.038, 0.573)  0.287
H (-3.663, -1.025, -0.506)  0.320
H (-2.148, 0.089, 3.065)  0.338
H (4.414, -1.101, -0.087)  0.233
H (-3.044, 2.597, 1.956)  0.270

The electronic energy is -29114.754 eV. The HOMO energy is -9.5 eV. Its HOMO-LUMO gap is 9.47 eV. Its energy above the lowest of the compared OMol25 structures with the same formula, charge and spin is 665.50 kJ/mol. The total charge is 0.